ORCA calculation (ωB97M-V with the def2-TZVPD basis set) on 3 unconnected molecules or ions with the total composition C6H13ClSi at a distorted geometry.

* lowest unoccupied orbital energy: -0.857 eV
* net charge: 0
* multiplicity: 1
* HOMO level: -8.87 eV
* molar mass: 148.71 g/mol
* DFT total energy: -26829.680 eV

Bonds (Å) are listed after each position.
Atoms and positions in Å:
1 C -1.62447 1.55471 -2.55893  C2 1.358, C3 1.513, H9 1.032
2 C -2.62688 0.67041 -2.32154  C1 1.358, H10 1.042, H16 1.076
3 C -1.52676 3.03067 -2.23874  C1 1.513, H11 1.053, H12 1.160, H13 1.075
4 C -0.05527 -2.70307 2.98579  C6 1.274, H14 1.127, H15 1.103
5 C 2.13209 -1.63944 2.82577  C6 1.557, H17 1.132, H18 1.097, H19 1.113
6 C 0.59365 -1.60987 3.06212  C4 1.274, C5 1.557, H20 1.095
7 Si 2.52744 1.08902 -2.12610  Cl8 1.990, H21 1.557
8 Cl 2.65202 -0.72479 -2.93496  Si7 1.990
9 H -0.80763 1.03851 -2.92152  C1 1.032
10 H -3.56145 0.88219 -1.91334  C2 1.042
11 H -1.53854 3.73785 -3.01908  C3 1.053
12 H -0.62652 3.07121 -1.50837  C3 1.160
13 H -2.36955 3.26629 -1.61374  C3 1.075
14 H -1.17108 -2.58385 3.09502  C4 1.127
15 H 0.26586 -3.70848 2.66707  C4 1.103
16 H -2.39108 -0.37684 -2.39844  C2 1.076
17 H 2.42809 -0.77414 2.15931  C5 1.132
18 H 2.33543 -2.44396 2.10839  C5 1.097
19 H 2.80488 -1.67523 3.71130  C5 1.113
20 H 0.18926 -0.73684 3.58481  C6 1.095
21 H 2.37051 0.63565 -0.64483  Si7 1.557